# 1
DFT (ωB97M-V/def2-TZVPD) results for a structure of composition C11H20AlF4O3.

Output
LUMO energy = 2.53 eV
Gap between HOMO and LUMO = 10.12 eV
2S+1 = 1
Net charge = -1
E_tot = -35348.7587 eV

Geometry as XYZ:
```
39
Properties=species:S:1:pos:R:3:mulliken_charge:R:1
C -2.517 2.384 -1.358 -1.187
C -1.502 1.256 -1.938 1.229
C -1.263 1.419 -3.518 -1.331
C -2.208 -0.169 -1.591 -1.422
C -1.797 -0.709 -0.138 1.813
C -3.005 -1.380 0.668 -1.481
C -0.489 -1.626 -0.278 -0.926
O 0.665 -0.756 -0.249 -0.348
C 1.365 -0.787 1.015 0.163
C 0.555 -0.877 2.390 -0.617
O 0.332 0.398 3.050 -0.336
C 0.573 1.388 2.043 0.563
O -0.062 2.442 1.872 -0.591
C 1.800 0.787 1.163 -0.525
H -3.134 2.811 -2.225 0.340
H -3.189 1.874 -0.580 0.298
H -1.959 3.261 -0.896 0.272
H -0.522 1.285 -1.333 -0.272
H -0.726 0.530 -3.992 0.345
H -2.230 1.699 -4.061 0.305
H -0.560 2.325 -3.637 0.352
H -1.900 -0.870 -2.449 0.296
H -3.349 -0.022 -1.687 0.302
H -1.473 0.223 0.460 -0.481
H -3.206 -2.471 0.383 0.294
H -2.936 -1.240 1.807 0.324
H -3.957 -0.804 0.360 0.380
H -0.445 -2.513 0.433 0.283
H -0.520 -2.076 -1.340 0.429
H 2.383 -1.320 0.949 0.339
H 1.339 -1.356 3.093 0.349
H -0.275 -1.674 2.455 0.246
H 2.785 1.018 1.680 0.384
H 1.595 1.314 0.161 0.198
F 7.094 -0.591 2.703 -0.462
Al 5.968 -1.153 1.457 0.840
F 4.889 -2.380 2.145 -0.467
F 6.879 -1.854 0.110 -0.462
F 5.001 0.214 0.871 -0.434
```

# 2
DFT (ωB97M-V/def2-TZVPD) results for an isolated molecule of C10H10N2O3.

Output
LUMO energy = -0.05 eV
ΔE to the lowest compared entry with this formula, charge and spin = 13.4 kcal per mole
Structure (SMILES) = O=c1cc2n(c(=O)[nH]1)[C@@]1(C=C2)CCCO1
Gap between HOMO and LUMO = 9.10 eV
2S+1 = 1
Net charge = 0
E_tot = -19654.2109 eV

Geometry as XYZ:
```
25
Properties=species:S:1:pos:R:3:mulliken_charge:R:1
C -0.289 -2.369 0.004 -0.953
C 2.337 -2.073 0.458 -0.841
C -1.263 -1.441 -0.068 -0.675
C 1.081 -1.589 0.147 0.995
C 3.374 -1.109 0.618 0.271
C 1.735 0.711 -0.081 0.458
C -2.470 1.630 0.075 -0.488
C -1.284 1.021 0.838 -0.750
C -1.985 1.662 -1.312 -0.544
C -0.706 -0.042 -0.247 0.889
N 2.951 0.242 0.312 -0.059
N 0.743 -0.266 -0.157 -0.019
O 4.516 -1.349 0.903 -0.600
O 1.481 1.869 -0.250 -0.658
O -1.134 0.503 -1.552 -0.434
H -0.565 -3.422 0.341 0.310
H 2.637 -3.035 0.589 0.565
H -2.364 -1.628 -0.268 0.323
H -3.382 0.946 0.070 0.236
H -2.790 2.578 0.492 0.398
H -0.380 1.753 0.872 0.388
H -1.518 0.501 1.783 0.362
H -2.826 1.429 -2.088 0.237
H -1.520 2.523 -1.673 0.358
H 3.620 0.954 0.195 0.232
```

Calculated values (eV/Å) of strongest force on any atom for the records, taken in order: 4.41, 4.65.